Model one:
Molecular formula: C5H11NOS
Method: DFT, the ωB97M-V functional and the def2-TZVPD basis

HOMO-LUMO gap (alpha / beta) = 6.671 / 5.445 eV
molecular weight = 133.2 g mol⁻¹
HOMO level (alpha / beta) = -2.80 / -2.73 eV

Structure (ORCA input):
```
! wB97M-V def2-TZVPD RIJCOSX def2/J DEFGRID3
* xyz -1 2
C -0.555 0.172 1.419
C 0.873 0.184 1.796
C 1.806 0.067 0.563
S 1.515 1.495 -0.487
C -1.203 -1.053 1.144
N -2.403 -1.050 0.297
C -2.230 -0.190 -0.883
O -0.638 -2.131 1.387
H 3.121 1.517 -4.634
H -1.075 1.111 1.355
H 1.041 -0.553 2.610
H 1.100 1.172 2.259
H 1.496 -0.929 0.153
H 2.813 -0.151 0.935
H 3.226 2.178 -4.316
H -2.551 -2.008 -0.012
H -1.548 0.611 -0.580
H -3.109 0.282 -1.300
H -1.680 -0.723 -1.706
*
```

=====

Model two:
Molecular formula: C5H11NOS
Method: DFT, the ωB97M-V functional and the def2-TZVPD basis

HOMO-LUMO gap (alpha / beta) = 3.501 / 6.462 eV
molecular weight = 133.2 g mol⁻¹
HOMO level (alpha / beta) = -0.08 / -3.09 eV

Structure (ORCA input):
```
! wB97M-V def2-TZVPD RIJCOSX def2/J DEFGRID3
* xyz -1 2
C 0.148 1.078 1.320
N 0.580 0.437 0.118
C -0.451 -0.079 -0.788
C 0.212 -0.263 -2.183
S -0.825 -0.277 -3.648
C -1.204 -1.301 -0.189
O -2.417 -1.080 0.164
C 0.963 0.616 2.566
H 0.293 2.176 1.227
H -0.923 0.921 1.469
H 1.395 -0.158 0.106
H -1.142 0.752 -0.957
H 0.987 0.505 -2.279
H 0.715 -1.243 -2.166
H -1.227 -1.562 -3.739
H -0.585 -1.986 0.404
H 1.863 1.223 2.664
H 1.300 -0.415 2.463
H 0.317 0.656 3.448
*
```

=====

Which structure wins on stability? model one wins.

=====

Model one:
Molecular formula: C5H14N2
Method: DFT, the ωB97M-V functional and the def2-TZVPD basis

HOMO-LUMO gap (alpha / beta) = 2.309 / 7.866 eV
molecular weight = 102.2 g mol⁻¹
HOMO level (alpha / beta) = 1.51 / -4.22 eV

Structure (ORCA input):
```
! wB97M-V def2-TZVPD RIJCOSX def2/J DEFGRID3
* xyz -1 2
N 0.876 -2.257 1.589
C -0.497 -1.843 1.431
C -0.608 -0.390 1.163
N -0.251 -0.087 -0.282
C -0.344 1.338 -2.489
C 0.368 1.037 -1.222
C 0.368 2.286 -0.236
H 1.054 -3.276 1.662
H 1.450 -1.747 2.273
H -1.238 -2.123 2.221
H -1.023 -2.590 0.670
H -1.547 0.066 1.355
H 0.069 0.206 1.754
H -0.088 -1.010 -0.827
H -0.061 2.365 -2.771
H -1.352 1.117 -2.367
H -0.019 0.853 -3.385
H 1.313 0.553 -1.300
H 1.119 1.890 0.471
H -0.690 2.493 0.035
H 0.920 3.046 -0.820
*
```

=====

Model two:
Molecular formula: C5H14N2
Method: DFT, the ωB97M-V functional and the def2-TZVPD basis

HOMO-LUMO gap (alpha / beta) = 2.713 / 8.937 eV
molecular weight = 102.2 g mol⁻¹
HOMO level (alpha / beta) = 1.38 / -4.96 eV

Structure (ORCA input):
```
! wB97M-V def2-TZVPD RIJCOSX def2/J DEFGRID3
* xyz -1 2
C -0.761 1.680 -0.263
N 0.040 2.255 0.791
C 0.548 1.381 1.849
C -0.247 0.350 -0.856
C -0.776 -0.921 -0.229
C -0.206 -2.204 -0.827
N 1.227 -2.395 -0.654
H -0.784 2.374 -1.108
H -1.798 1.555 0.064
H 0.825 2.730 0.419
H -0.231 0.883 2.426
H 1.151 2.056 2.455
H 1.222 0.588 1.490
H 0.842 0.403 -0.915
H -0.431 0.326 -1.931
H -1.865 -0.916 -0.142
H -0.433 -0.961 0.814
H -0.797 -3.077 -0.534
H -0.434 -2.229 -1.909
H 1.749 -1.529 -0.653
H 1.378 -2.892 0.208
*
```

=====

Which structure wins on stability? model two wins.

=====

Model one:
Molecular formula: C5H9N
Method: DFT, the ωB97M-V functional and the def2-TZVPD basis

HOMO-LUMO gap (alpha / beta) = 3.861 / 7.250 eV
molecular weight = 83.1 g mol⁻¹
HOMO level (alpha / beta) = 0.39 / -3.01 eV

Structure (ORCA input):
```
! wB97M-V def2-TZVPD RIJCOSX def2/J DEFGRID3
* xyz -1 2
C -0.816 2.110 -0.569
C 0.345 1.238 -0.052
C -0.129 -0.191 0.234
C -0.836 -0.491 1.347
C 1.239 -2.004 -0.304
N 0.286 -1.116 -0.678
H -0.599 3.173 -0.461
H -0.919 1.929 -1.644
H -1.746 1.825 -0.081
H 0.707 1.675 0.885
H 1.124 1.142 -0.804
H -1.088 0.264 2.096
H -1.247 -1.491 1.436
H 1.741 -2.719 -0.950
H 1.696 -1.968 0.688
*
```

=====

Model two:
Molecular formula: C5H9N
Method: DFT, the ωB97M-V functional and the def2-TZVPD basis

HOMO-LUMO gap (alpha / beta) = 3.848 / 7.967 eV
molecular weight = 83.1 g mol⁻¹
HOMO level (alpha / beta) = 0.53 / -3.64 eV

Structure (ORCA input):
```
! wB97M-V def2-TZVPD RIJCOSX def2/J DEFGRID3
* xyz -1 2
C 1.997 1.555 -0.105
C 1.016 0.651 -0.334
N 1.014 -0.598 0.270
C -0.297 -1.345 0.255
C -2.245 0.361 0.129
C -1.476 -0.666 -0.375
H 2.017 2.553 -0.516
H 2.918 1.244 0.382
H 0.209 0.955 -0.985
H 1.340 -0.469 1.216
H -0.445 -1.471 1.355
H -0.356 -2.388 -0.069
H -3.227 0.573 -0.279
H -1.810 1.233 0.620
H -2.024 -1.432 -0.931
*
```

=====

Which structure wins on stability? model one wins.